#a
DFT (the ωB97M-V functional and the def2-TZVPD basis) results for a cluster of 2 separate species, C2H9N2O in total.

Atoms and positions in Å:
C1 -1.55 1.28 1.53
O1 -0.47 0.83 0.85
H1 -2.53 0.99 1.08
H2 -1.62 0.88 2.58
H3 -1.59 2.38 1.64
N1 0.37 -1.67 -0.07
C2 1.37 -0.95 -0.83
N2 0.76 0.09 -1.69
H4 -0.14 -0.94 0.48
H5 -0.29 -2.06 -0.73
H6 2.06 -0.50 -0.12
H7 1.88 -1.65 -1.51
H8 1.50 0.61 -2.16
H9 0.25 0.70 -1.05

Values from the calculation:
charge = -1
gap between HOMO and LUMO = 7.36 eV
highest occupied orbital energy = -2.78 eV



#b
DFT (the ωB97M-V functional and the def2-TZVPD basis) results for a cluster of 2 separate species, C2H9N2O in total.

Atoms and positions in Å:
C1 1.31 -0.62 -2.05
O1 0.14 -0.20 -1.43
H1 1.38 -1.73 -2.00
H2 2.20 -0.26 -1.47
H3 1.41 -0.14 -3.03
N1 -0.06 -0.64 1.12
C2 -0.71 0.53 1.65
N2 -1.66 1.14 0.70
H4 0.87 -0.69 1.49
H5 -0.12 -0.52 0.03
H6 -0.01 1.30 2.00
H7 -1.28 0.35 2.63
H8 -2.32 0.38 0.53
H9 -1.15 1.11 -0.19

Values from the calculation:
charge = -1
gap between HOMO and LUMO = 7.43 eV
highest occupied orbital energy = -2.80 eV



Going by the energies, #a is most stable and the next is 0.0174 hartree up.